*a*
The following is a quantum chemistry calculation of 2 unconnected molecules or ions with the total composition C4H9NO2, from OMol25.

Computed properties:
structure (SMILES) = C[C@H]1CO1.[H]/N=C/O
LUMO energy = 1.06 eV
frontier orbital gap = 10.96 eV

Geometry as ORCA input:
```
! wB97M-V def2-TZVPD RIJCOSX def2/J DEFGRID3
* xyz 0 1
C 0.95860 -0.85605 -0.95465
C 0.76049 -0.76534 0.54730
C 1.65134 0.10229 1.32675
O 0.27289 0.40241 1.23007
N -1.82029 -0.24902 -0.38324
C -2.08976 0.98830 -0.50406
O -1.39309 1.97019 0.06363
H 0.19536 -1.47146 -1.43475
H 1.93959 -1.32233 -1.12701
H 0.96312 0.12345 -1.44410
H 0.34225 -1.66048 1.01295
H 2.00662 -0.18675 2.31152
H 2.27862 0.79917 0.76893
H -0.66951 1.53875 0.59054
H -2.47567 -0.81035 -0.92108
H -2.92055 1.39723 -1.08281
*
```

---

*b*
The following is a quantum chemistry calculation of 2 unconnected molecules or ions with the total composition C4H9NO2, from OMol25.

Computed properties:
structure (SMILES) = CCC=O.NC=O
LUMO energy = 0.74 eV
frontier orbital gap = 10.59 eV

Geometry as ORCA input:
```
! wB97M-V def2-TZVPD RIJCOSX def2/J DEFGRID3
* xyz 0 1
C -1.54150 1.45603 -0.00138
C -1.05847 0.10982 0.56297
C -1.25502 -1.08186 -0.33701
O -0.59031 -2.09780 -0.35052
N 1.88769 -0.87099 -0.58326
C 2.54798 -0.01345 0.23185
O 2.16266 0.40377 1.31385
H -0.81643 1.89055 -0.69792
H -1.68336 2.17910 0.81012
H -2.49847 1.34963 -0.52786
H -0.05453 0.17456 1.00447
H -1.73658 -0.19306 1.36574
H -2.22788 -1.05075 -0.86878
H 1.06345 -1.36021 -0.24268
H 2.28808 -1.17754 -1.45751
H 3.51270 0.28219 -0.22209
*
```

---

*c*
The following is a quantum chemistry calculation of 3 unconnected molecules or ions with the total composition C4H9NO2, from OMol25.

Computed properties:
structure (SMILES) = c1cc[nH]c1.O.O
LUMO energy = 0.44 eV
frontier orbital gap = 9.57 eV

Geometry as ORCA input:
```
! wB97M-V def2-TZVPD RIJCOSX def2/J DEFGRID3
* xyz 0 1
C -0.54905 -1.15576 -0.84176
C 0.31089 -0.80318 0.31265
N -0.70391 -0.07845 1.22134
C -1.94927 -0.17527 0.67306
C -1.86329 -0.83276 -0.53648
H -0.35943 -1.66983 -1.78118
H 1.31660 -1.25863 0.29176
H -0.45366 -0.38065 2.15600
H -2.63192 0.62211 0.90635
H -2.82641 -1.13011 -1.08216
H 0.05347 0.87279 -2.26744
H 0.65353 0.72252 -1.06016
O 0.88929 1.22243 -1.89453
H 1.73160 1.27986 1.26357
H 2.51721 0.54287 0.47507
O 2.71416 1.08524 1.25603
*
```

---

Which of them is most stable? Easy: *b*.

---

*a*
The following is a quantum chemistry calculation of C5H9NO in the gas phase, from OMol25.

Computed properties:
structure (SMILES) = C=CC/C(O)=C/N
LUMO energy = 0.91 eV
frontier orbital gap = 8.39 eV

Geometry as ORCA input:
```
! wB97M-V def2-TZVPD RIJCOSX def2/J DEFGRID3
* xyz 0 1
C -1.37963 1.74543 -0.09741
C -0.55123 1.36145 0.90494
C 0.82055 0.95549 0.63942
H -0.99692 0.91492 1.79107
H -1.10032 -0.25607 -0.57279
H -2.38853 2.07188 0.12341
H -0.96923 2.30426 -0.93788
H 1.44207 0.97629 1.53889
H 1.27048 1.51365 -0.18527
N -0.56646 -2.40844 -0.84908
O 2.06519 -1.25635 0.11035
C 0.83078 -0.64807 0.07892
C -0.24687 -1.10234 -0.50778
H 2.69998 -0.66916 0.52606
H 0.25230 -3.00095 -0.91675
H -1.18215 -2.50200 -1.64610
*
```

---

*b*
The following is a quantum chemistry calculation of a molecular structure, C5H9NO, from OMol25.

Computed properties:
LUMO energy = 0.68 eV
frontier orbital gap = 8.63 eV

Geometry as ORCA input:
```
! wB97M-V def2-TZVPD RIJCOSX def2/J DEFGRID3
* xyz 0 1
C 1.64750 -0.36348 -0.64763
C -2.08357 0.25538 -0.55474
C -0.30397 -0.45194 1.14025
C 0.92581 0.44828 0.40167
C -1.03735 0.51592 0.48644
O -0.49562 -1.73424 0.71442
N 1.36991 1.50214 0.95308
H 0.21712 -2.27520 1.06907
H 2.33779 1.70112 0.69660
H -1.02806 1.50288 0.92494
H 1.05009 -1.14978 -1.11025
H 2.53072 -0.84148 -0.20416
H 1.98366 0.29484 -1.44512
H -2.02093 0.97689 -1.37036
H -2.02168 -0.75698 -0.95078
H -3.07141 0.37564 -0.10344
*
```

---

*c*
The following is a quantum chemistry calculation of C5H9NO in the gas phase, from OMol25.

Computed properties:
structure (SMILES) = C=C(C)C(=O)CN
LUMO energy = 0.39 eV
frontier orbital gap = 9.63 eV

Geometry as ORCA input:
```
! wB97M-V def2-TZVPD RIJCOSX def2/J DEFGRID3
* xyz 0 1
C 1.53089 -0.45328 0.66232
C -1.75401 1.47857 -0.54637
C 0.34054 0.68482 0.59178
C -0.64687 0.47258 -0.45361
N 1.01462 -1.78239 0.90363
C -0.43699 -0.51175 -1.34974
O 0.38478 1.61549 1.35643
H 0.46775 -1.81221 1.75612
H 1.76321 -2.46185 0.97814
H 2.13039 -0.45096 -0.25142
H 2.15853 -0.05460 1.47172
H -1.35476 2.49204 -0.55317
H -2.40873 1.39224 0.32080
H -2.33477 1.32762 -1.45390
H -1.04302 -0.56601 -2.24400
H 0.18844 -1.37029 -1.18874
*
```

---

*d*
The following is a quantum chemistry calculation of C5H9NO in the gas phase, from OMol25.

Computed properties:
structure (SMILES) = C[C@@H]1C(=O)N[C@@H]1C
LUMO energy = 0.94 eV
frontier orbital gap = 10.61 eV

Geometry as ORCA input:
```
! wB97M-V def2-TZVPD RIJCOSX def2/J DEFGRID3
* xyz 0 1
C -1.24807 0.65334 -1.02068
C -0.81113 0.42581 0.42089
N -1.08100 -0.90757 0.96946
C 0.23335 -1.27823 1.07820
O 0.77476 -2.31909 1.35987
C 0.70279 0.12274 0.65473
C 1.68267 0.17112 -0.50391
H -1.20152 -0.27829 -1.59383
H -0.58889 1.38061 -1.50676
H -2.26957 1.04194 -1.07883
H -1.19284 1.22494 1.06813
H -1.92643 -1.45886 1.02699
H 1.09152 0.68622 1.50942
H 1.35859 -0.45849 -1.33908
H 2.65632 -0.19919 -0.16973
H 1.81944 1.19301 -0.87487
*
```

---

Which of them is most stable? Easy: *d*.